No. 1
{"formula": "C15H17F2N3O2", "method": "ωB97M-V/def2-TZVPD", "species": ["O", "F", "F", "N", "O", "C", "C", "C", "C", "C", "C", "C", "C", "C", "C", "N", "N", "C", "C", "C", "C", "C", "H", "H", "H", "H", "H", "H", "H", "H", "H", "H", "H", "H", "H", "H", "H", "H", "H"], "coordinates": [[-3.355919, 1.289376, -3.231736], [-0.876309, -1.946272, 5.647686], [-1.650541, -0.417449, 1.261846], [0.970385, -0.085776, -1.035361], [-2.484023, -1.127760, -2.236195], [-2.251296, 1.310772, -2.624115], [2.000898, 0.739144, -1.004449], [3.061461, 0.054637, -0.207454], [2.586625, -1.168781, 0.160570], [0.365340, -2.981611, 3.840986], [-1.278750, -1.324248, 3.430623], [0.618725, -2.936764, 2.421626], [-0.612001, -2.114117, 4.307573], [-1.043296, -1.288675, 2.049824], [-0.113697, -2.113401, 1.575904], [-1.792327, 0.036967, -2.131935], [1.276086, -1.148928, -0.246532], [0.277110, -2.164465, 0.160667], [-1.812969, 2.672993, -2.007227], [2.038930, 2.212426, -1.342640], [-0.657849, 2.486648, -1.045283], [0.623339, 2.769666, -1.859559], [-3.300060, -1.079195, -2.857904], [4.020060, 0.419409, 0.200652], [3.090846, -1.682063, 0.956960], [0.946086, -3.560152, 4.512923], [-2.037678, -0.578534, 3.652835], [1.405231, -3.639149, 2.052950], [-0.810707, 0.018532, -1.803362], [-0.647039, -2.010479, -0.461927], [0.698554, -3.183095, 0.059799], [-1.589276, 3.331713, -2.862586], [-2.534804, 3.154562, -1.340564], [2.196295, 2.748363, -0.464736], [2.897276, 2.435085, -2.041477], [-0.716117, 1.472436, -0.533434], [-0.640294, 3.245826, -0.214524], [0.407685, 2.273783, -2.789023], [0.724021, 3.878578, -1.951402]], "forces_ev_per_a": [[2.4, 0.1, 0.4], [0.3, -0.5, -1.2], [-0.5, 0.3, -0.1], [-0.1, 0.0, 0.8], [-1.7, -1.2, -1.3], [-4.6, -2.5, 1.0], [2.3, -1.3, 2.3], [0.1, 1.4, -0.9], [-1.0, 2.6, 0.0], [-0.1, 0.9, -2.1], [-2.0, 2.3, -1.7], [0.0, -1.1, 2.9], [0.4, -0.1, 0.8], [-0.2, -0.1, 2.8], [2.6, -1.4, -0.9], [0.9, 5.1, -0.6], [0.1, -1.9, -0.1], [-0.6, 0.0, -2.1], [0.8, -0.9, 0.3], [-1.8, -0.7, -2.5], [1.7, 0.4, 1.4], [1.6, -0.8, 0.6], [2.2, 1.0, 1.2], [-0.6, 0.1, -0.8], [-0.6, -1.1, -0.1], [0.4, -0.6, 0.4], [0.1, -0.2, 1.0], [-0.8, 0.8, 0.1], [-0.6, -1.1, -0.2], [1.1, -0.4, 0.2], [-0.2, 0.6, -0.8], [0.0, -0.1, 0.5], [-1.0, -0.6, -1.0], [0.7, 0.7, 1.8], [-1.1, -0.1, 0.5], [0.2, 1.5, -0.7], [-0.5, -0.7, -0.6], [0.3, 0.2, -0.9], [-0.1, -0.9, -0.4]], "fmax_ha_per_bohr": 0.1038, "lumo_energy_ha": 0.0224, "total_energy_ev": -29826.912, "orbital_gap_ha": 0.3333, "homo_energy_ev": -8.5, "e_above_lowest_kcal_mol": 45.8, "smiles": "O=C(CCCCc1ccn(Cc2ccc(F)cc2F)n1)NO"}

No. 2
{"formula": "C43H73FN3O7P3S3", "method": "ωB97M-V/def2-TZVPD", "species": ["C", "C", "C", "C", "C", "C", "C", "C", "C", "C", "C", "C", "C", "C", "C", "P", "S", "C", "O", "C", "C", "P", "S", "C", "P", "N", "C", "C", "C", "O", "C", "S", "O", "O", "F", "C", "C", "O", "H", "H", "H", "H", "H", "H", "H", "H", "H", "H", "H", "H", "H", "H", "H", "H", "H", "H", "H", "H", "H", "H", "H", "H", "H", "H", "H", "H", "H", "H", "H", "H", "H", "H", "H", "H", "H", "C", "C", "C", "C", "C", "C", "N", "O", "C", "C", "C", "H", "H", "H", "H", "H", "H", "H", "H", "H", "H", "H", "H", "H", "H", "H", "H", "H", "H", "C", "C", "C", "C", "C", "C", "N", "O", "C", "C", "C", "H", "H", "H", "H", "H", "H", "H", "H", "H", "H", "H", "H", "H", "H", "H", "H", "H", "H"], "coordinates": [[1.433961, -5.496549, 2.490550], [2.528794, -6.430693, 1.821561], [2.719317, -6.161418, 0.272783], [3.224369, -4.681377, 0.049830], [3.785784, -4.485821, -1.429101], [4.298040, -2.996111, -1.517148], [4.792384, -2.564679, -2.960257], [3.920522, -1.445528, -3.643674], [4.397538, 0.030671, -3.361985], [4.893082, 0.309063, -1.891213], [3.750883, 0.614300, -0.822264], [2.282017, 0.334838, -1.302823], [1.276210, 0.610730, -0.118531], [-0.220199, 0.381297, -0.478180], [-0.906086, 1.342099, -1.176685], [-0.138274, 2.943341, -1.734978], [-0.547675, 4.318888, -0.389540], [-2.422233, 1.149885, -1.518146], [-3.181538, 2.078821, -1.558932], [-2.850542, -0.341334, -1.750794], [-3.946786, -0.707498, -2.669404], [-4.844836, 0.652240, -3.581114], [-3.637657, 1.294118, -4.983958], [-4.294287, -2.145976, -2.838602], [-5.750464, -2.507773, -3.991503], [-5.223901, -2.463979, -5.481912], [-3.545854, -3.222271, -2.149381], [-3.931479, -4.706673, -2.393668], [-4.847317, -5.252905, -1.217526], [-5.542712, -6.219850, -1.406156], [-2.459967, -2.816329, -1.239492], [-1.495166, -4.034284, -0.304945], [-1.922554, -3.999135, 1.074401], [-1.586209, -5.381306, -0.830470], [0.080632, -3.584768, -0.461894], [-2.121825, -1.392190, -1.018793], [-1.017362, -0.897487, -0.037816], [-0.754571, -1.385736, 1.027946], [0.625348, -6.136372, 2.939895], [0.960622, -4.771222, 1.777140], [1.922789, -4.945143, 3.338844], [2.185585, -7.493247, 1.927867], [3.511522, -6.279787, 2.334575], [1.765058, -6.378845, -0.289848], [3.501316, -6.854571, -0.138451], [2.352068, -3.971844, 0.123246], [3.959381, -4.356576, 0.830977], [4.640652, -5.188289, -1.599636], [2.955091, -4.671757, -2.156369], [5.196934, -2.937024, -0.834025], [3.504472, -2.335635, -1.084982], [4.735810, -3.477757, -3.609946], [5.865654, -2.239872, -2.887625], [4.019439, -1.602544, -4.759393], [2.820241, -1.593729, -3.437936], [3.640291, 0.807609, -3.649226], [5.283624, 0.211188, -4.039066], [5.569659, -0.482812, -1.477250], [5.526784, 1.242811, -1.946560], [3.869073, 1.684870, -0.479894], [3.993906, -0.003311, 0.091633], [2.035665, 0.945502, -2.203943], [2.211594, -0.753293, -1.551268], [1.409296, 1.688140, 0.185489], [1.511347, -0.028597, 0.773241], [1.280185, 2.861965, -1.812450], [-0.634665, 3.401198, -2.988332], [-5.187968, 1.742113, -2.714757], [-6.056877, 0.232758, -4.187843], [-6.833708, -1.599291, -3.731280], [-6.270780, -3.791879, -3.609430], [-5.747959, -1.758037, -6.009719], [-3.055710, -5.380427, -2.588282], [-4.576463, -4.796502, -3.312024], [-4.925888, -4.755232, -0.211222], [1.075809, -0.653079, 6.645591], [1.679704, -2.060968, 6.389322], [0.573811, -3.131846, 6.272569], [-0.001403, -3.606373, 7.599238], [1.123339, -4.028536, 8.537979], [2.158595, -2.912103, 8.744775], [2.683647, -2.368479, 7.451601], [3.534016, -3.260958, 6.959139], [1.506361, -1.797386, 9.593839], [3.288473, -3.440109, 9.648748], [2.299176, -1.925610, 4.977267], [1.192987, -0.295545, 7.664878], [1.570443, 0.109332, 6.038329], [0.010438, -0.620598, 6.406934], [0.972156, -4.011238, 5.753058], [-0.240748, -2.761632, 5.644370], [-0.619825, -2.823732, 8.048731], [-0.666541, -4.456231, 7.424207], [0.696342, -4.329354, 9.499275], [1.609270, -4.922091, 8.130294], [2.180558, -0.944359, 9.707520], [1.275451, -2.163444, 10.596949], [0.559895, -1.439229, 9.192144], [3.769209, -4.331231, 9.243064], [2.897712, -3.718515, 10.629772], [4.054660, -2.676016, 9.804420], [3.143277, -1.231671, 4.978418], [1.557570, -1.541717, 4.272061], [2.645499, -2.879464, 4.575565], [-2.122037, 8.623824, -5.962203], [-2.240579, 7.322465, -5.122765], [-3.714977, 6.989759, -4.810518], [-4.323732, 7.795193, -3.670157], [-3.433013, 7.717520, -2.435647], [-1.993738, 8.166237, -2.728004], [-1.394348, 7.446396, -3.897745], [-1.082439, 6.220060, -3.495344], [-1.998589, 9.694949, -2.957811], [-1.149584, 7.994898, -1.451250], [-1.750890, 6.226482, -6.094611], [-1.769748, 9.485726, -5.402424], [-1.391256, 8.513420, -6.767540], [-3.074938, 8.897514, -6.420681], [-3.798965, 5.928745, -4.547389], [-4.325573, 7.121319, -5.707943], [-4.482405, 8.832910, -3.978551], [-5.312393, 7.394538, -3.430042], [-3.864863, 8.332149, -1.640428], [-3.437710, 6.688498, -2.058564], [-1.005616, 10.052856, -3.242634], [-2.281804, 10.220043, -2.042798], [-2.713532, 10.021856, -3.711523], [-1.161475, 6.970502, -1.081034], [-1.535387, 8.621950, -0.644343], [-0.110537, 8.287758, -1.624946], [-0.687893, 6.341143, -6.319939], [-2.299540, 6.288178, -7.037585], [-1.909363, 5.219496, -5.704293]], "forces_ev_per_a": [[0.3, -0.5, 0.4], [-0.7, 0.0, -0.8], [0.5, 0.5, 0.8], [-0.8, -0.4, -1.3], [0.0, 0.9, 1.4], [0.8, -0.6, -0.1], [-0.7, 0.0, 0.3], [0.0, 0.0, -0.9], [0.8, -0.3, 0.3], [-0.2, 1.0, 0.0], [0.5, 0.0, 0.2], [0.2, -0.6, 1.0], [-0.3, 0.0, 0.2], [-0.5, 1.0, -1.2], [-0.2, -1.4, -0.7], [-0.7, 1.7, 1.7], [0.1, -0.4, -0.1], [1.4, -0.8, 0.5], [0.1, -0.5, -0.3], [-0.3, -1.7, -0.1], [0.4, -2.1, 2.0], [1.4, 1.3, -1.2], [-0.1, -0.1, 0.2], [0.8, 1.0, 1.7], [0.8, -0.4, -1.3], [-0.8, 0.5, 0.8], [0.7, 1.5, 0.0], [-0.6, 0.4, 0.1], [-0.1, -0.7, -0.5], [0.5, 0.6, 0.0], [-0.4, 2.2, -1.1], [-0.7, -2.8, 2.0], [1.0, 1.2, -1.4], [0.6, 2.0, -0.8], [-2.3, -0.2, -0.1], [-1.4, -0.2, -1.4], [0.8, 1.3, -0.3], [-0.4, -0.2, -0.6], [0.7, 0.7, -0.5], [0.5, -0.7, 0.7], [-0.7, -0.3, -0.8], [0.6, 0.8, 0.1], [-0.8, -0.3, -0.4], [0.9, 0.4, 0.6], [-0.7, 0.5, 0.4], [0.8, -0.7, 0.2], [-0.4, -0.5, -0.7], [-0.8, 0.5, -0.1], [0.7, 0.0, 0.5], [-1.0, 0.1, -0.4], [0.7, -0.3, -0.5], [0.2, 0.8, 0.5], [-1.0, -0.3, -0.3], [-0.2, 0.2, 1.1], [1.1, 0.1, 0.0], [0.5, -0.8, 0.2], [-0.8, -0.2, 0.7], [-0.7, 0.5, -0.7], [-0.5, -1.0, 0.1], [-0.4, -1.0, -0.4], [-0.6, 0.5, -0.8], [0.1, -0.6, 0.7], [-0.1, 0.9, -0.1], [-0.3, -1.0, -0.1], [0.0, 0.6, -0.8], [-0.6, -0.6, -0.5], [0.2, -0.9, 0.1], [-0.2, -1.1, 0.0], [0.3, -0.2, 0.8], [0.6, -0.6, 0.6], [0.2, 0.8, 0.3], [0.4, -0.4, -0.1], [-0.8, 0.7, 0.6], [0.8, 0.1, 0.9], [0.6, 0.1, -0.7], [-0.1, 0.3, 0.4], [-1.0, 1.7, -1.0], [0.0, -0.5, 0.3], [0.0, 0.0, 0.0], [-0.2, -0.1, -0.4], [-0.5, 0.6, 2.0], [0.5, -3.3, -1.3], [-0.2, 1.3, 0.6], [-0.2, 0.3, -0.1], [0.4, -0.2, -0.5], [0.6, -0.5, 0.2], [-0.1, -0.2, 0.0], [0.0, -0.2, -0.1], [0.1, -0.1, 0.0], [0.2, 0.1, 0.0], [0.2, 0.2, -0.1], [0.1, 0.0, 0.0], [0.0, 0.1, 0.0], [0.2, 0.2, 0.1], [0.1, 0.1, 0.0], [0.0, -0.1, -0.1], [0.1, -0.2, -0.1], [0.1, 0.0, -0.1], [0.0, 0.2, -0.1], [-0.2, 0.1, -0.1], [0.0, 0.0, -0.1], [0.0, -0.1, 0.1], [-0.2, 0.0, 0.3], [0.1, 0.0, 0.2], [0.1, 0.5, 0.1], [-0.2, 0.8, -2.0], [-0.2, -0.1, 0.6], [0.0, 0.0, 0.0], [-0.2, -0.3, -0.3], [0.0, 2.0, 1.1], [-1.2, -3.2, 1.2], [0.5, 1.3, -0.5], [-0.1, 0.2, -0.4], [0.3, -0.6, -0.2], [0.3, -0.4, 0.6], [-0.1, -0.1, 0.1], [-0.1, -0.2, 0.1], [0.0, -0.1, 0.0], [0.2, 0.0, 0.0], [0.3, 0.0, -0.1], [0.1, 0.0, 0.0], [0.0, 0.0, 0.0], [0.3, 0.1, 0.0], [0.2, 0.0, -0.1], [-0.1, -0.1, 0.0], [0.1, -0.2, 0.1], [0.1, 0.0, -0.1], [0.1, 0.0, -0.2], [-0.2, 0.1, -0.3], [-0.1, -0.1, -0.1], [0.0, 0.0, 0.1], [-0.1, 0.3, 0.1], [0.1, 0.1, 0.1]], "fmax_ha_per_bohr": 0.0695, "lumo_energy_ha": [-0.0798, -0.0798], "total_energy_ev": -127657.183, "orbital_gap_ha": [0.2309, 0.2306], "homo_energy_ev": [-8.5, -8.4], "spin_multiplicity": 3}

No. 3
{"formula": "C5H13NO2", "method": "ωB97M-V/def2-TZVPD", "species": ["C", "O", "C", "C", "C", "C", "O", "N", "H", "H", "H", "H", "H", "H", "H", "H", "H", "H", "H", "H", "H"], "coordinates": [[-0.810459, -0.846369, -0.821144], [-0.822333, -3.442388, 2.222232], [-0.165974, -0.411014, 0.408021], [-0.839589, 0.855536, -0.420811], [0.389164, 1.985142, -0.131254], [1.286952, 2.117391, -1.375272], [1.358668, 1.014095, -2.137782], [-0.565174, -0.822774, 1.648997], [-0.273779, -0.754353, -1.751354], [-1.573107, -1.668021, -0.789335], [-0.634280, -2.472060, 2.186621], [1.851665, -0.240796, 0.426820], [-1.751213, 0.953443, 0.201531], [-1.142631, 1.271787, -1.382510], [0.937718, 1.630263, 0.708193], [-0.151015, 2.912361, 0.145199], [2.227585, 2.562168, -1.037014], [0.906245, 3.002883, -1.968889], [-0.860875, -0.141966, 2.291496], [0.945309, -0.314484, 0.242236], [0.023347, -3.759573, 2.551188]], "forces_ev_per_a": [[2.2, -0.1, 0.5], [0.5, 0.5, 0.2], [-6.3, -4.3, 2.8], [-2.1, 1.3, 1.3], [-0.7, 0.1, -0.3], [-1.3, 0.9, -1.2], [0.1, -0.6, 0.9], [1.6, 0.9, -4.5], [0.6, -0.2, 0.0], [-0.1, 1.7, 0.4], [-0.5, -0.5, -0.3], [-0.9, 0.2, -1.1], [0.7, 0.6, -0.1], [0.6, -0.6, -0.6], [0.4, -0.1, 0.8], [0.2, -0.5, -0.2], [0.6, -0.2, 0.5], [-0.2, -0.4, 0.1], [-0.2, 1.4, 0.9], [4.9, 0.4, -0.3], [0.0, -0.5, 0.1]], "fmax_ha_per_bohr": 0.1591, "lumo_energy_ha": -0.0997, "total_energy_ev": -10969.803, "orbital_gap_ha": 0.1760, "homo_energy_ev": -7.5, "e_above_lowest_kcal_mol": 278.5}

No. 4
{"formula": "C4H3Br2NO", "method": "ωB97M-V/def2-TZVPD", "species": ["C", "C", "C", "C", "N", "O", "Br", "Br", "H", "H", "H"], "coordinates": [[-0.222140, -0.372198, 1.570245], [0.104876, 0.127427, -1.928893], [1.186154, 0.596603, -1.339770], [-1.206243, -0.369684, 0.652146], [0.593496, -0.238161, 2.472044], [-0.709705, -0.448019, -2.568581], [-2.417826, -1.856011, 0.332981], [-1.987468, 1.419089, 0.514097], [0.973633, 0.992587, -0.398015], [1.628587, -0.282690, 2.547393], [2.056633, 0.431055, -1.853651]], "forces_ev_per_a": [[0.6, 0.0, 0.4], [-0.8, -2.2, -2.1], [-3.0, -0.3, -0.2], [-0.4, 0.3, 1.4], [-0.7, -0.5, -0.8], [1.4, 1.7, 1.6], [1.1, 0.9, 0.2], [0.4, -0.8, -0.2], [0.5, 0.8, 1.3], [-1.2, 0.1, -0.8], [2.2, 0.0, -0.8]], "fmax_ha_per_bohr": 0.0615, "lumo_energy_ha": -0.0101, "total_energy_ev": -147815.469, "orbital_gap_ha": 0.3114, "homo_energy_ev": -8.7, "e_above_lowest_kcal_mol": 44.8, "smiles": "N=C=C(Br)Br.C=C=O"}

Repeat the fourth record exactly.
{"formula": "C4H3Br2NO", "method": "ωB97M-V/def2-TZVPD", "species": ["C", "C", "C", "C", "N", "O", "Br", "Br", "H", "H", "H"], "coordinates": [[-0.222140, -0.372198, 1.570245], [0.104876, 0.127427, -1.928893], [1.186154, 0.596603, -1.339770], [-1.206243, -0.369684, 0.652146], [0.593496, -0.238161, 2.472044], [-0.709705, -0.448019, -2.568581], [-2.417826, -1.856011, 0.332981], [-1.987468, 1.419089, 0.514097], [0.973633, 0.992587, -0.398015], [1.628587, -0.282690, 2.547393], [2.056633, 0.431055, -1.853651]], "forces_ev_per_a": [[0.6, 0.0, 0.4], [-0.8, -2.2, -2.1], [-3.0, -0.3, -0.2], [-0.4, 0.3, 1.4], [-0.7, -0.5, -0.8], [1.4, 1.7, 1.6], [1.1, 0.9, 0.2], [0.4, -0.8, -0.2], [0.5, 0.8, 1.3], [-1.2, 0.1, -0.8], [2.2, 0.0, -0.8]], "fmax_ha_per_bohr": 0.0615, "lumo_energy_ha": -0.0101, "total_energy_ev": -147815.469, "orbital_gap_ha": 0.3114, "homo_energy_ev": -8.7, "e_above_lowest_kcal_mol": 44.8, "smiles": "N=C=C(Br)Br.C=C=O"}